No. 1
The following is a DFT calculation (ωB97M-V/def2-TZVPD) of C42H99N5O24S6 as an isolated structure.

Geometry as ORCA input:
```
! wB97M-V def2-TZVPD RIJCOSX def2/J DEFGRID3
* xyz -1 2
C -36.047 -6.242 -21.031
C -35.654 -7.590 -20.319
N -36.803 -8.441 -20.066
C -37.774 -7.864 -19.046
C -37.280 -7.634 -17.671
C -36.300 -9.822 -19.790
C -37.422 -10.829 -19.353
H -36.685 -5.632 -20.393
H -36.606 -6.477 -21.937
H -35.174 -5.606 -21.182
H -34.978 -8.096 -21.009
H -35.078 -7.247 -19.459
H -38.089 -6.925 -19.501
H -38.640 -8.525 -19.069
H -38.007 -7.098 -17.060
H -37.110 -8.620 -17.239
H -36.367 -7.040 -17.710
H -35.651 -9.686 -18.925
H -35.662 -10.168 -20.604
H -37.049 -11.847 -19.247
H -38.217 -10.986 -20.082
H -37.934 -10.520 -18.442
C -34.575 -14.343 -13.054
C -36.016 -14.321 -13.601
N -36.045 -14.344 -15.052
C -37.364 -14.904 -15.403
C -38.469 -13.966 -15.070
C -35.666 -13.026 -15.668
C -35.359 -13.257 -17.158
H -34.424 -14.858 -12.105
H -34.035 -13.405 -12.930
H -33.965 -14.908 -13.759
H -36.648 -15.054 -13.099
H -36.453 -13.355 -13.348
H -37.435 -15.049 -16.481
H -37.675 -15.849 -14.957
H -39.436 -14.430 -15.263
H -38.522 -13.550 -14.064
H -38.373 -13.114 -15.744
H -34.709 -12.638 -15.318
H -36.468 -12.290 -15.616
H -36.198 -13.620 -17.752
H -34.541 -13.952 -17.345
H -35.090 -12.277 -17.552
C -42.756 -6.883 -16.344
C -41.885 -8.151 -16.525
N -42.623 -9.443 -16.436
C -42.937 -9.632 -15.028
C -43.890 -10.837 -14.906
C -41.853 -10.585 -17.093
C -40.600 -11.043 -16.413
H -43.618 -6.889 -17.011
H -42.074 -6.060 -16.557
H -43.029 -6.753 -15.297
H -41.464 -8.060 -17.527
H -41.050 -8.114 -15.826
H -42.115 -9.871 -14.353
H -43.575 -8.825 -14.668
H -44.327 -10.867 -13.908
H -44.730 -10.818 -15.599
H -43.446 -11.801 -15.157
H -41.476 -10.367 -18.092
H -42.418 -11.483 -17.342
H -40.079 -11.862 -16.909
H -40.937 -11.512 -15.489
H -39.850 -10.285 -16.186
C -28.345 -15.764 -15.683
C -28.616 -15.668 -14.220
N -28.345 -14.253 -13.612
C -29.203 -13.137 -13.962
C -30.685 -13.564 -13.785
C -27.001 -13.746 -13.671
C -26.102 -14.636 -12.870
H -28.423 -16.817 -15.954
H -27.343 -15.387 -15.886
H -29.044 -15.123 -16.220
H -29.636 -16.029 -14.083
H -27.995 -16.388 -13.688
H -29.031 -12.829 -14.993
H -28.941 -12.192 -13.487
H -30.892 -14.533 -14.240
H -31.429 -12.830 -14.096
H -30.905 -13.681 -12.724
H -26.561 -13.649 -14.664
H -26.890 -12.803 -13.136
H -25.915 -15.569 -13.403
H -25.111 -14.221 -12.683
H -26.561 -14.839 -11.902
C -36.327 -16.596 -20.079
C -35.258 -17.390 -20.834
N -35.684 -18.746 -21.052
C -34.531 -19.691 -21.021
C -34.655 -20.909 -20.119
C -36.306 -18.854 -22.411
C -37.108 -20.108 -22.628
H -37.276 -16.513 -20.610
H -35.999 -15.572 -19.901
H -36.637 -17.109 -19.169
H -34.943 -16.851 -21.727
H -34.336 -17.442 -20.255
H -34.203 -20.094 -21.979
H -33.638 -19.214 -20.617
H -35.486 -20.750 -19.432
H -34.842 -21.729 -20.812
H -33.789 -21.085 -19.480
H -35.637 -18.872 -23.271
H -36.971 -18.016 -22.622
H -36.412 -20.946 -22.643
H -37.822 -20.203 -23.446
H -37.693 -20.366 -21.746
C -35.180 -17.430 -8.840
C -35.349 -17.416 -10.360
O -35.314 -18.739 -10.796
S -34.643 -19.786 -9.648
O -33.503 -20.449 -10.263
O -35.741 -20.455 -8.885
O -34.211 -18.450 -8.812
H -36.042 -17.667 -8.217
H -34.697 -16.497 -8.549
H -34.553 -16.906 -10.902
H -36.340 -17.129 -10.709
C -34.746 -17.766 -14.844
C -34.763 -17.315 -16.400
O -35.011 -18.508 -17.056
S -34.437 -19.914 -16.227
O -33.046 -20.138 -16.512
O -35.340 -21.103 -16.318
O -34.518 -19.167 -14.759
H -35.720 -17.540 -14.411
H -34.026 -17.265 -14.196
H -33.798 -16.861 -16.626
H -35.488 -16.530 -16.619
C -41.987 -16.823 -13.148
C -40.485 -16.803 -12.870
O -40.191 -15.522 -12.269
S -41.531 -14.540 -12.044
O -41.366 -13.255 -12.720
O -41.984 -14.570 -10.655
O -42.468 -15.493 -12.994
H -42.508 -17.391 -12.377
H -42.347 -17.161 -14.120
H -39.852 -16.693 -13.751
H -40.206 -17.523 -12.100
C -34.195 -11.197 -8.392
C -35.236 -11.896 -7.434
O -35.407 -13.265 -7.914
S -35.018 -13.395 -9.550
O -36.206 -13.533 -10.394
O -34.083 -14.477 -9.649
O -34.364 -11.839 -9.629
H -33.246 -11.695 -8.193
H -34.133 -10.109 -8.413
H -36.181 -11.352 -7.448
H -34.855 -11.833 -6.415
C -34.578 -10.172 -12.791
C -35.826 -10.053 -11.877
O -36.758 -9.372 -12.718
S -36.482 -9.580 -14.340
O -36.048 -8.327 -14.947
O -37.606 -10.255 -14.978
O -35.106 -10.508 -14.064
H -33.854 -10.943 -12.531
H -34.100 -9.209 -12.973
H -35.520 -9.610 -10.930
H -36.405 -10.957 -11.693
C -38.259 -21.214 -11.738
C -36.913 -21.340 -12.458
O -37.143 -20.739 -13.703
S -38.558 -19.864 -13.748
O -39.541 -20.677 -14.532
O -38.308 -18.518 -14.194
O -38.784 -19.994 -12.169
H -38.030 -21.223 -10.673
H -39.022 -21.977 -11.895
H -36.726 -22.401 -12.620
H -36.111 -20.866 -11.892
*
```

Kohn-Sham gap (alpha / beta)   0.091 / 0.299 Ha
E_HOMO (alpha / beta)   -0.024 / -0.232 Ha

Atom charges from the Löwdin analysis, given in e for atoms 1 to 5: -0.089 -0.280 -0.173 -0.245 -0.093



No. 2
The following is a DFT calculation (ωB97M-V/def2-TZVPD) of C43H101CaN6O11 as an isolated structure.

Geometry as ORCA input:
```
! wB97M-V def2-TZVPD RIJCOSX def2/J DEFGRID3
* xyz 1 1
Ca -0.307 3.818 0.770
C 0.157 0.480 -0.508
O -0.298 1.643 0.052
H 0.637 0.641 -1.495
H 0.970 -0.044 0.037
H -0.595 -0.302 -0.704
C 6.278 0.309 -6.155
C 5.120 -0.628 -5.921
C 5.618 -2.071 -5.754
C 4.758 -3.046 -4.910
C 4.389 -2.410 -3.585
C 3.651 -1.058 -3.813
N 4.432 -0.155 -4.687
O 3.750 1.065 -4.920
C 2.263 -1.365 -4.396
C 3.629 -0.360 -2.458
C 4.171 -0.622 -7.146
H 5.939 1.301 -6.458
H 6.923 -0.050 -6.960
H 6.843 0.432 -5.232
H 5.549 -2.569 -6.725
H 6.671 -2.103 -5.474
H 5.295 -3.955 -4.632
H 3.880 -3.328 -5.492
H 5.319 -2.190 -3.057
H 3.723 -3.073 -3.032
H 2.325 -1.796 -5.394
H 1.670 -2.121 -3.880
H 1.705 -0.425 -4.406
H 4.624 -0.124 -2.094
H 3.034 0.558 -2.527
H 3.036 -0.929 -1.733
H 3.259 -1.206 -7.024
H 4.715 -0.948 -8.033
H 3.777 0.363 -7.426
H 3.051 0.808 -5.545
C -4.637 -1.147 -0.855
C -4.216 -2.061 0.291
C -3.209 -1.314 1.184
C -3.070 -1.833 2.609
C -4.449 -1.922 3.226
C -5.428 -2.828 2.472
N -5.431 -2.404 1.061
O -6.328 -3.179 0.274
C -4.992 -4.292 2.633
C -6.819 -2.502 2.994
C -3.503 -3.314 -0.233
H -3.804 -0.966 -1.539
H -5.049 -0.217 -0.466
H -5.379 -1.647 -1.482
H -2.227 -1.462 0.723
H -3.418 -0.244 1.125
H -2.481 -1.065 3.117
H -2.520 -2.766 2.749
H -4.879 -0.913 3.212
H -4.390 -2.232 4.272
H -5.702 -4.968 2.145
H -4.076 -4.533 2.096
H -4.863 -4.647 3.657
H -7.628 -3.087 2.548
H -6.893 -2.703 4.066
H -7.084 -1.478 2.733
H -2.984 -3.932 0.496
H -2.697 -2.970 -0.895
H -4.129 -3.942 -0.869
H -6.932 -2.493 -0.030
C 3.827 6.588 -2.446
O 3.702 5.588 -1.432
C 2.857 6.010 -0.399
C 2.958 5.011 0.747
N 2.195 3.784 0.476
C 2.561 2.690 1.399
C 2.212 3.016 2.847
O 0.835 3.324 2.897
C 0.407 3.921 4.114
H 4.319 6.173 -3.324
H 4.547 7.301 -2.032
H 2.895 7.063 -2.751
H 1.831 6.181 -0.758
H 3.150 6.991 0.006
H 2.565 5.545 1.618
H 4.004 4.768 0.953
H 2.417 3.518 -0.477
H 3.643 2.506 1.429
H 2.093 1.737 1.158
H 2.820 3.827 3.263
H 2.447 2.133 3.452
H 1.024 4.803 4.355
H 0.540 3.260 4.969
H -0.556 4.406 3.995
C 0.476 3.869 -2.522
O -0.324 4.500 -1.503
C -1.529 4.978 -2.048
C -2.402 5.450 -0.864
N -2.588 4.363 0.093
C -3.388 4.719 1.289
C -3.359 3.589 2.323
O -2.025 3.119 2.498
C -2.000 1.891 3.203
H -0.022 2.982 -2.911
H 1.465 3.584 -2.176
H 0.653 4.637 -3.280
H -2.089 4.193 -2.568
H -1.425 5.821 -2.737
H -3.360 5.784 -1.281
H -1.945 6.256 -0.282
H -3.109 3.623 -0.375
H -4.410 4.941 0.967
H -2.970 5.664 1.655
H -3.971 2.824 1.833
H -3.789 3.917 3.267
H -0.989 1.617 3.510
H -2.318 1.060 2.572
H -2.545 1.933 4.149
C 1.333 -6.536 -6.674
O 2.368 -5.867 -5.959
C 2.165 -5.916 -4.546
C 1.009 -5.038 -4.063
N 1.096 -4.978 -2.620
C 0.122 -4.056 -2.051
C 0.436 -3.789 -0.584
O 0.397 -4.985 0.165
C 0.511 -4.766 1.547
H 0.345 -6.597 -6.220
H 1.649 -7.570 -6.863
H 1.272 -6.032 -7.639
H 3.061 -5.518 -4.066
H 2.092 -6.961 -4.224
H 0.039 -5.465 -4.365
H 1.031 -4.080 -4.582
H 1.158 -5.840 -2.106
H -0.875 -4.515 -2.080
H 0.157 -3.108 -2.584
H -0.377 -3.192 -0.130
H 1.327 -3.160 -0.465
H 0.779 -5.714 2.011
H -0.460 -4.439 1.939
H 1.281 -4.056 1.863
C -1.661 4.267 6.805
O -2.059 2.952 6.469
C -1.970 2.131 7.629
C -2.204 0.657 7.356
N -1.081 0.051 6.677
C -1.324 -1.253 6.046
C -0.147 -1.604 5.195
O -0.078 -0.682 4.112
C 0.980 -0.955 3.218
H -0.577 4.275 6.976
H -2.201 4.683 7.656
H -1.793 4.865 5.901
H -2.803 2.409 8.291
H -1.031 2.319 8.161
H -3.065 0.714 6.658
H -2.558 0.137 8.242
H -0.866 0.633 5.869
H -2.191 -1.207 5.363
H -1.581 -2.008 6.789
H -0.205 -2.630 4.819
H 0.783 -1.509 5.768
H 0.853 -1.875 2.636
H 1.931 -0.937 3.753
H 0.857 -0.196 2.443
*
```

ΔE to the lowest compared entry with this formula, charge and spin   0.0 kJ/mol
Kohn-Sham gap   0.260 Ha
E_HOMO   -0.356 Ha

Atom charges from the Löwdin analysis, given in e for atoms 1 to 5: 1.478 -0.342 -0.490 0.048 0.046



No. 3
The following is a DFT calculation (ωB97M-V/def2-TZVPD) of a 7-piece molecular cluster, C43H101N7O4 overall.

Geometry as ORCA input:
```
! wB97M-V def2-TZVPD RIJCOSX def2/J DEFGRID3
* xyz 0 1
C -2.488 -2.243 4.893
C -1.161 -2.601 4.198
C -0.229 -1.353 4.459
C -0.524 -3.884 4.778
C -1.005 -5.192 4.236
C -0.956 -5.154 2.652
C -1.805 -3.983 2.193
C -1.710 -4.025 0.623
C -3.286 -4.107 2.391
N -1.222 -2.777 2.682
O -1.796 -1.685 1.977
H -2.211 -1.522 5.695
H -3.128 -1.680 4.188
H -2.947 -3.119 5.259
H 0.727 -1.458 3.879
H -0.732 -0.485 4.101
H 0.081 -1.133 5.448
H 0.531 -3.899 4.485
H -0.590 -3.882 5.863
H -0.467 -6.089 4.596
H -2.076 -5.376 4.354
H -1.426 -6.066 2.239
H 0.086 -5.054 2.337
H -0.715 -3.751 0.235
H -2.399 -3.370 0.131
H -1.972 -5.020 0.308
H -3.813 -3.141 2.075
H -3.623 -4.323 3.406
H -3.672 -4.917 1.705
H -2.680 -1.436 2.312
C 5.091 -4.841 1.617
C 3.576 -4.842 1.848
C 3.394 -5.761 3.075
C 3.085 -3.411 2.148
C 3.070 -2.522 0.882
C 2.219 -3.168 -0.203
C 2.637 -4.585 -0.518
C 1.443 -5.218 -1.264
C 3.822 -4.598 -1.468
N 2.804 -5.358 0.741
O 3.079 -6.699 0.419
H 5.593 -4.874 2.544
H 5.547 -5.693 1.000
H 5.303 -3.813 1.183
H 3.748 -5.208 4.005
H 2.368 -5.988 3.294
H 3.819 -6.761 2.949
H 2.114 -3.435 2.667
H 3.718 -2.977 2.946
H 2.669 -1.534 1.147
H 4.100 -2.423 0.495
H 2.121 -2.574 -1.111
H 1.206 -3.146 0.233
H 0.642 -5.413 -0.508
H 1.684 -6.065 -1.858
H 1.100 -4.454 -1.923
H 4.743 -4.058 -1.106
H 3.541 -4.231 -2.422
H 4.302 -5.612 -1.488
H 4.048 -6.769 0.611
C -0.205 -0.128 -0.386
N -0.213 1.128 -1.201
O 0.732 1.369 -1.966
O -1.081 1.912 -0.907
H -0.973 -0.040 0.342
H 0.774 -0.216 0.110
H -0.422 -1.006 -1.072
C 2.381 5.065 -6.544
C 1.958 5.388 -5.060
N 2.730 6.501 -4.529
C 2.235 7.077 -3.238
C 1.222 8.143 -3.394
C 4.164 6.289 -4.444
C 4.582 5.007 -3.607
H 2.133 5.906 -7.111
H 1.767 4.215 -6.924
H 3.467 4.923 -6.584
H 0.865 5.635 -4.961
H 1.966 4.509 -4.402
H 1.799 6.308 -2.651
H 3.069 7.420 -2.692
H 0.380 7.680 -3.968
H 0.841 8.572 -2.486
H 1.640 8.927 -3.946
H 4.654 7.172 -4.039
H 4.555 6.115 -5.413
H 5.600 4.995 -3.266
H 4.427 4.055 -4.169
H 3.907 4.917 -2.791
C -2.997 -0.695 -4.404
C -3.134 0.841 -4.459
N -2.134 1.439 -5.279
C -2.523 2.830 -5.687
C -3.407 2.691 -6.927
C -0.862 1.555 -4.649
C 0.117 0.395 -5.054
H -2.053 -1.012 -3.912
H -2.917 -1.333 -5.359
H -3.867 -1.128 -3.848
H -4.177 1.051 -4.674
H -3.105 1.117 -3.359
H -3.116 3.375 -4.930
H -1.755 3.496 -5.978
H -3.878 3.713 -6.950
H -2.916 2.294 -7.813
H -4.210 1.921 -6.850
H -0.932 1.539 -3.590
H -0.325 2.418 -4.992
H -0.357 -0.626 -5.019
H 1.015 0.548 -4.393
H 0.524 0.490 -6.092
C 2.503 5.606 2.319
C 1.484 4.547 2.123
N 1.920 3.191 2.495
C 0.938 2.174 2.325
C -0.155 2.242 3.386
C 3.023 2.846 1.632
C 3.871 1.675 2.109
H 3.027 5.516 3.264
H 1.962 6.574 2.368
H 3.329 5.658 1.664
H 0.692 4.706 2.823
H 1.125 4.574 1.022
H 0.527 2.137 1.325
H 1.406 1.156 2.384
H 0.285 1.883 4.366
H -0.547 3.234 3.527
H -1.012 1.614 3.066
H 3.605 3.749 1.454
H 2.641 2.612 0.598
H 4.113 1.712 3.176
H 4.741 1.462 1.517
H 3.274 0.739 2.035
C -3.814 -0.284 -0.338
C -4.913 -0.467 0.729
N -4.410 -0.248 2.076
C -4.017 1.101 2.295
C -3.538 1.476 3.706
C -5.396 -0.756 3.133
C -6.632 0.019 3.326
H -3.253 0.621 -0.349
H -4.237 -0.488 -1.347
H -3.132 -1.172 -0.249
H -5.849 0.068 0.479
H -5.198 -1.510 0.701
H -4.862 1.800 2.027
H -3.188 1.364 1.652
H -2.755 0.808 4.063
H -4.395 1.473 4.398
H -3.140 2.441 3.645
H -5.527 -1.854 2.976
H -4.864 -0.684 4.055
H -7.219 -0.325 4.175
H -6.429 1.090 3.324
H -7.303 -0.086 2.426
*
```

Structure (SMILES)   CC1(C)CCCC(C)(C)N1O.CC1(C)CCCC(C)(C)N1O.C[N+](=O)[O-].CCN(CC)CC.CCN(CC)CC.CCN(CC)CC.CCN(CC)CC
ΔE to the lowest compared entry with this formula, charge and spin   36.0 kJ/mol
Kohn-Sham gap   0.305 Ha
E_HOMO   -0.296 Ha

Atom charges from the Löwdin analysis, given in e for atoms 1 to 5: -0.015 -0.431 -0.030 -0.143 -0.170



| no. | strongest force on any atom (eV/A) |
| --- | --- |
| 1 | 4.60 |
| 2 | 2.74 |
| 3 | 3.44 |